Record 1
ORCA calculation (the ωB97M-V functional and the def2-TZVPD basis) on a molecular structure, C22H21BiBrGeNO3S2.

Output
- E_LUMO (alpha / beta) (eV) = 2.60 / 2.60
- net charge = -1
- spin multiplicity = 2

Atoms and positions in Å:
Bi1 0.5462 0.1162 -0.5905
Br1 1.9952 -1.8921 -2.9449
C1 0.7060 -3.2372 -2.5552
C2 0.8502 -4.3674 -3.3021
C3 -0.0338 -5.4530 -3.1371
C4 -1.0324 -5.3525 -2.2226
C5 -1.1912 -4.1887 -1.4302
C6 -2.2375 -4.1630 -0.4757
C7 -2.3949 -3.0908 0.3396
C8 -1.5181 -1.9898 0.2233
C9 -0.5069 -1.9269 -0.7001
C10 -0.3107 -3.0636 -1.5614
H1 1.6524 -4.4222 -4.0256
H2 0.0930 -6.3491 -3.7317
H3 -1.7286 -6.1708 -2.0713
H4 -2.8943 -5.0240 -0.4060
H5 -3.1787 -3.0719 1.0886
H6 -1.6401 -1.1744 0.9285
S1 0.5139 -1.0382 2.7103
C11 0.4265 0.2589 1.6307
C12 -0.1562 4.1732 -0.9848
Ge1 -1.6731 3.0110 -1.4081
C13 -3.3232 3.7846 -0.6456
C14 -1.9805 3.1966 -3.3412
C15 -1.4815 1.1142 -1.0606
H7 -0.4701 4.9817 -0.3199
H8 0.2213 4.6064 -1.9132
H9 0.6638 3.6338 -0.5072
H10 -3.4297 4.7732 -1.1009
H11 -3.4851 3.1488 1.2137
H12 -4.1713 3.1828 -0.9948
H13 -2.1253 4.2403 -3.6359
H14 -2.8604 2.6233 -3.6447
H15 -1.1168 2.8037 -3.8847
H16 -1.8294 0.6031 -1.9662
H17 -2.1352 0.8146 -0.2360
O1 2.4486 2.3680 1.4889
C16 1.3533 2.5518 1.9715
N1 0.3519 1.6105 2.1173
S2 -1.2307 2.3386 2.2189
O2 -2.0653 1.7860 3.2962
O3 -3.3715 3.9949 0.7737
C17 -0.4895 3.8684 2.7448
C18 -1.1412 4.9739 3.2600
C19 -0.3790 6.1073 3.5106
C20 0.9867 6.1230 3.2337
C21 1.6198 5.0005 2.7128
C22 0.8607 3.8705 2.4841
H18 -2.2068 4.9456 3.4583
H19 -0.8518 6.9906 3.9220
H20 1.5585 7.0222 3.4271
H21 2.6799 4.9886 2.4884

Record 2
ORCA calculation (the ωB97M-V functional and the def2-TZVPD basis) on a molecular structure, C5H10N2O3 at a distorted geometry.

Output
- E_LUMO (eV) = -0.51
- spin multiplicity = 1

Atoms and positions in Å:
C1 1.4274 -0.9862 -1.3037
C2 0.9978 1.4613 -0.6862
C3 0.4482 0.1078 -1.0156
O1 -0.7477 -0.0154 -1.4809
H1 1.3693 1.8800 -1.6292
H2 2.2521 -0.9735 -0.5916
H3 0.9348 -1.9581 -1.2919
H4 1.8247 -0.8190 -2.3109
H5 1.8201 1.3854 0.0238
H6 0.2204 2.1189 -0.3026
C4 -1.7283 0.2437 0.1237
C5 -0.4402 -0.3411 1.2799
N1 -0.0831 0.6043 2.1954
O2 -2.5873 -0.7871 0.0189
N2 -0.2036 -1.5884 1.4865
O3 -2.0628 1.3902 0.2905
H7 -2.4417 -1.2625 -0.8137
H8 0.2044 0.2457 3.0969
H9 -0.6588 1.4355 2.2155
H10 -0.5455 -2.1415 0.6952

Record 3
ORCA calculation (the ωB97M-V functional and the def2-TZVPD basis) on 2 unconnected molecules or ions with the total composition H4N2O2Si at a distorted geometry.

Output
- E_LUMO (alpha / beta) (eV) = -1.70 / -1.89
- SMILES string = O=N[SiH]=O.N
- spin multiplicity = 1

Atoms and positions in Å:
N1 2.6586 -0.0459 -0.3820
N2 -2.7775 -0.4359 0.0764
O1 -3.9457 -0.3171 -0.1524
O2 -0.6372 1.3901 -0.1186
Si1 -1.3208 0.2497 0.6416
H1 2.8013 -0.2967 -1.4123
H2 1.8598 -0.6086 -0.0246
H3 -0.8449 -0.7222 1.7936
H4 2.2065 0.7866 -0.4217

Record 4
ORCA calculation (the ωB97M-V functional and the def2-TZVPD basis) on 2 unconnected molecules or ions with the total composition CH8N3 at a distorted geometry.

Output
- E_LUMO (eV) = -3.42
- net charge = +1
- spin multiplicity = 1

Atoms and positions in Å:
N1 -0.1283 0.6604 -2.2706
H1 -0.9280 0.2436 -2.7409
H2 -0.5956 1.0071 -1.4139
H3 0.4583 1.2322 -2.8606
H4 0.4124 -0.0972 -1.8416
N2 1.0034 -0.6143 2.0446
C1 -0.1300 -0.2019 1.5247
N3 -0.5198 -0.1757 0.2729
H5 1.8116 -1.1375 1.7571
H6 1.0311 -0.5558 3.0519
H7 -0.9191 0.0952 2.2182
H8 -1.4959 -0.4561 0.2582

Record 5
ORCA calculation (the ωB97M-V functional and the def2-TZVPD basis) on a molecular structure, C23H21N3O3S3W at a distorted geometry.

Output
- E_LUMO (alpha / beta) (eV) = -0.96 / -0.98
- spin multiplicity = 3

Atoms and positions in Å:
W1 9.3727 15.4160 11.8787
O1 13.0947 13.8763 11.0970
C1 12.0238 14.4479 10.9888
N1 11.2964 14.9722 12.0002
C2 12.0517 15.0995 13.2594
C3 11.1065 15.6147 14.2941
C4 11.3562 15.6344 15.6484
C5 10.4189 16.0238 16.5642
C6 9.1549 16.4170 16.0070
C7 8.9676 16.4717 14.6642
N2 9.9054 16.1015 13.7636
C8 11.1976 14.3926 9.7907
C9 11.6523 13.8474 8.5638
C10 10.8349 13.8701 7.4544
C11 9.5344 14.2838 7.6728
C12 9.0564 14.6495 8.9039
N3 9.8903 14.7262 9.9538
H1 12.8547 15.8448 13.1343
H2 12.3799 14.1063 13.6473
H3 12.3323 15.3166 16.0220
H4 10.5050 16.1171 17.6485
H5 8.3404 16.7038 16.6185
H6 8.0483 16.8270 14.2202
H7 12.6830 13.5072 8.4957
H8 11.1691 13.5423 6.4415
H9 8.8469 14.4045 6.7805
H10 8.0178 14.9623 9.0417
C13 5.1325 17.2832 10.4191
C14 6.5907 16.9615 10.8346
S1 6.9153 15.5138 11.7701
C15 7.6546 17.8670 10.4979
C16 7.4767 19.0144 9.5060
S2 9.1633 17.7021 11.2741
H11 4.4607 16.7655 11.0436
H12 4.8271 16.9440 9.3807
H13 5.0289 18.3336 10.4781
H14 8.5260 19.3773 9.2306
H15 6.9856 19.8766 9.9785
H16 6.9680 18.6480 8.5880
O2 9.7810 8.3238 8.3812
C17 8.7132 9.1744 8.4624
O3 7.9445 9.2692 7.5234
C18 8.5778 10.0135 9.6996
C19 9.4623 10.0354 10.7754
C20 9.4271 11.0579 11.7045
C21 8.5480 12.1296 11.5770
S3 8.5790 13.4104 12.7821
C22 7.5024 11.9307 10.6460
C23 7.4812 10.9118 9.7219
H17 9.9376 7.8905 9.2345
H18 10.3539 9.3769 10.8510
H19 10.1342 11.0638 12.4849
H20 6.6834 12.6781 10.6210
H21 6.6969 10.8053 8.9798

Record 6
ORCA calculation (the ωB97M-V functional and the def2-TZVPD basis) on a molecular structure, C35H47GaO6 at a distorted geometry.

Output
- E_LUMO (eV) = 3.16
- net charge = -2
- spin multiplicity = 1

Atoms and positions in Å:
C1 0.2432 5.4092 -3.1146
C2 1.0071 4.1385 -2.7171
C3 -1.2384 5.0253 -3.1094
C4 -1.2358 3.5713 -3.5761
H1 -1.7680 5.7219 -3.7533
H2 -1.6023 5.1312 -2.0948
C5 0.2478 3.0459 -3.4506
H3 0.9276 4.0266 -1.6397
H4 2.0634 4.1960 -2.9751
C6 0.1398 1.6861 -2.7557
H5 0.6740 2.9357 -4.4494
H6 -1.5288 3.5566 -4.6272
C7 -2.0376 2.5186 -2.7494
C8 0.5083 6.6031 -2.2091
C9 0.6614 5.8696 -4.5360
O1 -0.1142 6.3290 -5.3505
O2 0.9211 6.4983 -1.0739
O3 0.1937 7.7901 -2.7690
O4 1.9739 5.6919 -4.8372
C10 2.9739 6.6958 -4.6483
H7 3.7181 6.2947 -3.9682
H8 2.5862 7.6337 -4.2458
H9 3.4408 6.8988 -5.6095
C11 0.4554 8.9232 -1.9138
H10 0.0055 8.8164 -0.9198
H11 0.0271 9.7710 -2.4405
H12 1.5353 9.0424 -1.8068
O5 -1.2524 1.2968 -2.7289
H13 0.4732 1.7158 -1.7038
H14 0.7272 0.9181 -3.2799
C12 -3.3820 2.2377 -3.4089
C13 -2.2564 2.9098 -1.2839
H15 -2.9741 3.7294 -1.1887
H16 -1.3165 3.1887 -0.8003
H17 -2.6525 2.0536 -0.7292
H18 -3.9749 1.5409 -2.8079
H19 -3.2650 1.8243 -4.4167
H20 -3.9602 3.1661 -3.5018
Ga1 0.1322 -1.2945 0.7076
C14 1.2017 -3.2690 -0.0888
C15 0.8212 -2.3742 -1.1457
C16 1.9200 -1.4603 -1.3115
H21 0.0152 -2.6093 -1.8268
C17 2.9016 -1.7823 -0.3549
C18 2.4743 -2.9044 0.3846
H22 2.9958 -3.4494 1.1571
H23 0.7123 -4.2004 0.0763
H24 2.0148 -0.7887 -2.1494
H25 3.8678 -1.3157 -0.2438
C19 -0.0040 -0.5379 2.8218
C20 1.1291 -1.3639 3.1599
C21 2.2755 -0.7181 2.6782
H26 1.1094 -2.2486 3.7841
C22 1.9151 0.5173 2.1044
C23 0.5160 0.6599 2.2070
H27 -0.0850 1.5484 2.0755
H28 -0.9969 -0.5880 3.2502
H29 3.2651 -1.1206 2.7941
H30 2.5947 1.2713 1.7470
C24 -2.9905 -2.4151 3.4626
C25 -1.8443 -2.8063 4.3914
C26 -2.4230 -2.8868 5.8164
C27 -1.1368 -4.1079 3.9524
C28 -0.9486 -5.0709 4.9417
C29 -0.2706 -6.2454 4.6019
C30 0.2315 -6.5273 3.3282
C31 -0.0216 -5.6645 2.2742
C32 0.4917 -6.2635 0.9220
C33 2.0078 -6.5545 0.9416
C34 -0.2179 -7.6008 0.6866
C35 -0.6486 -4.3919 2.5927
O6 -0.6840 -3.4616 1.7108
H31 -3.7122 -3.2408 3.4475
H32 -2.6050 -2.2262 2.4503
H33 -3.5137 -1.5194 3.8497
H34 -1.1520 -1.9692 4.3537
H35 -3.1624 -3.7050 5.8894
H36 -1.6326 -3.0734 6.5587
H37 -2.9340 -1.9508 6.0804
H38 -1.4023 -4.8604 5.9318
H39 -0.1770 -7.0572 5.3356
H40 0.7673 -7.4317 2.9811
H41 0.3031 -5.5857 0.0777
H42 2.2576 -7.1445 1.8325
H43 2.3245 -7.1363 0.0573
H44 2.5859 -5.6210 0.9676
H45 -1.3043 -7.4592 0.6331
H46 0.1235 -8.1032 -0.2285
H47 -0.0329 -8.2931 1.5232

Record 7
ORCA calculation (the ωB97M-V functional and the def2-TZVPD basis) on 2 unconnected molecules or ions with the total composition C8H11N3O3 at a distorted geometry.

Output
- E_LUMO (eV) = 0.49
- spin multiplicity = 1

Atoms and positions in Å:
C1 -3.2383 1.3060 -0.6307
C2 -3.0861 0.7571 0.6498
C3 -2.3165 0.9966 -1.6410
C4 -1.9069 0.0977 1.0141
C5 -1.1244 0.3729 -1.3253
C6 -0.9255 -0.0959 -0.0131
C7 1.3497 -0.9054 -0.4017
C8 2.7199 0.9192 -0.2392
N1 2.2668 -1.8511 -0.0721
N2 0.2717 -0.7593 0.3658
N3 1.6007 1.5982 0.2100
O1 0.9235 2.1366 -0.6756
O2 1.2813 1.5242 1.3808
O3 3.5747 0.5967 0.7883
H1 -3.9250 1.9959 -0.8374
H2 -3.9017 0.9983 1.3702
H3 -2.5477 1.3508 -2.6733
H4 -1.6966 -0.4227 1.8983
H5 -0.3764 -0.0445 -2.0684
H6 1.0865 -0.6966 -1.4859
H7 3.1036 1.2422 -1.2065
H8 2.2607 -2.3062 0.8195
H9 3.0560 -2.1602 -0.5312
H10 0.3760 -0.7095 1.3499
H11 2.9728 0.9446 1.5571

Computed molar mass, in the same sequence as the records: 773.0 146.1 92.1 62.1 667.5 633.5 197.2 Da.
Computed ΔE to the lowest compared entry with this formula, charge and spin, in the same sequence as the records: 1.086 3.436 1.363 1.660 0.112 1.300 4.356 eV.